1.
{
  "formula": "C4H12NO",
  "method": "ωB97M-V with the def2-TZVPD basis set",
  "symbols": ["O", "N", "C", "C", "C", "C", "H", "H", "H", "H", "H", "H", "H", "H", "H", "H", "H", "H"],
  "xyz": [[2.973330, 0.762328, -1.636289], [4.001791, -1.075901, 0.448619], [1.549113, -0.684496, -0.363262], [3.386510, 0.115555, 0.958590], [1.872744, -0.172480, 0.962785], [1.678504, 0.492908, -1.526241], [1.307687, 0.233409, -2.526081], [1.278123, 0.756811, 1.080977], [-20.535988, 0.618988, 0.092056], [3.529431, 0.864582, 0.139896], [3.805314, 0.530192, 1.875449], [-18.506555, 1.645187, 1.153386], [4.929526, -1.406085, 0.738084], [0.169653, -0.412986, -0.805334], [1.986265, -1.781190, -0.492963], [4.004935, -1.006889, -0.566622], [1.158668, 1.365062, -1.211656], [1.410954, -0.844993, 1.678609]],
  "forces_ev_per_a": [[-0.7, -0.8, 1.4], [1.3, 0.4, -0.2], [-4.1, -2.2, -1.3], [0.8, -1.9, 0.8], [-1.3, 3.0, -1.4], [2.3, 1.9, -2.5], [-0.1, -1.3, 0.2], [0.6, -0.2, 0.2], [1.7, 0.8, 0.9], [-0.5, 0.5, -0.5], [-0.1, -0.4, 0.1], [-1.7, -0.8, -0.9], [-0.6, 0.5, 0.4], [3.7, -1.6, 2.1], [-1.1, 2.5, -0.8], [0.1, -0.6, 0.2], [-0.9, 0.7, 0.8], [0.8, -0.6, 0.5]],
  "mulliken_charge": [-0.364, -0.422, -0.436, -0.553, -0.330, -0.478, 0.418, 0.334, 0.004, 0.407, 0.411, -0.004, 0.280, 0.347, 0.385, 0.275, 0.397, 0.328],
  "gap_ev": 1.54,
  "total_energy_ha": -288.7921,
  "lumo_energy_ev": -8.83,
  "de_lowest_ev": 15.858,
  "charge": 1
}

2.
{
  "formula": "C4H12NO",
  "method": "ωB97M-V with the def2-TZVPD basis set",
  "symbols": ["O", "N", "C", "C", "C", "C", "H", "H", "H", "H", "H", "H", "H", "H", "H", "H", "H", "H"],
  "xyz": [[1.463352, -1.506174, -0.941456], [0.433416, -0.534535, 1.395842], [-0.190643, 0.781600, 0.382704], [1.056782, -0.232826, -1.529705], [-1.535720, 0.958526, 1.085422], [-0.283917, 0.088573, -0.935667], [1.783670, 0.594232, -1.459157], [-1.028863, -0.815515, -0.957555], [-2.283558, 0.237216, 0.775212], [0.743724, -0.267027, 2.402007], [0.675996, 1.563016, 0.285775], [-1.924352, 2.085629, 1.001471], [-0.334331, -1.157689, 1.419582], [0.898336, -0.537682, -2.669352], [-0.701207, 0.824852, -1.695652], [1.239716, -0.737692, 0.813556], [1.638922, -2.244315, -1.504607], [-1.651327, 0.899818, 2.131581]],
  "forces_ev_per_a": [[0.4, 1.7, 1.8], [1.6, 4.2, 0.9], [0.7, -1.5, 2.1], [-0.5, -3.3, -3.4], [-1.0, 4.0, -1.1], [-1.8, 0.2, -1.8], [0.0, -0.6, 0.2], [1.5, 1.6, 0.2], [-0.1, 0.1, -0.9], [-0.8, -0.4, -2.3], [-2.0, -1.1, 1.0], [0.6, -2.5, -0.6], [-0.4, -1.3, -0.2], [0.4, 1.4, 2.2], [0.0, -0.5, 1.1], [0.1, -1.6, 0.2], [0.2, -0.1, -1.0], [1.2, -0.3, 1.6]],
  "mulliken_charge": [-0.569, -0.441, 0.168, -0.444, -1.347, -0.410, 0.259, 0.257, 0.376, 0.336, 0.352, 0.312, 0.342, 0.356, 0.337, 0.322, 0.321, 0.471],
  "gap_ev": 11.85,
  "total_energy_ha": -289.2879,
  "lumo_energy_ev": -3.14,
  "smiles": "C[C@@H]([NH3+])CCO",
  "de_lowest_ev": 2.367,
  "charge": 1
}

3.
{
  "formula": "C4H12NO",
  "method": "ωB97M-V with the def2-TZVPD basis set",
  "symbols": ["O", "N", "C", "C", "C", "C", "H", "H", "H", "H", "H", "H", "H", "H", "H", "H", "H", "H"],
  "xyz": [[-0.184143, 1.593146, -0.850382], [-1.406420, -0.035945, 0.836565], [1.606676, 0.670614, 0.546673], [0.071307, -1.975407, -0.045953], [-0.615035, -0.668294, -0.262257], [0.495402, 0.357282, -0.523598], [-1.331800, 0.947591, 0.705364], [0.631690, 2.347246, -0.740132], [0.886091, -2.293923, -0.827993], [-0.548850, -2.792466, -0.006312], [-2.578256, -0.352307, 0.902273], [-0.984463, -0.258884, 1.668981], [1.388277, 1.295458, 1.431429], [-1.305105, -0.741592, -1.155265], [0.503922, -1.931126, 1.080456], [0.899804, -0.100247, -1.445631], [2.036949, -0.249827, 0.930556], [2.369721, 1.331352, 0.114178]],
  "forces_ev_per_a": [[3.9, 2.6, 0.8], [-5.5, -2.7, -1.5], [-0.4, -0.2, -0.2], [2.9, 0.0, 2.7], [0.2, 0.9, -1.9], [0.0, 1.1, -0.8], [-0.2, 1.6, -0.5], [-3.7, -2.8, -0.7], [-1.4, 1.3, 1.6], [-1.8, -1.9, 0.0], [4.5, 1.2, -0.2], [1.1, -0.7, 3.0], [-1.1, -0.5, -0.3], [0.9, 0.5, 0.9], [-0.3, -0.3, -2.6], [0.6, 0.7, 0.4], [0.4, 0.0, -0.2], [0.1, -0.7, -0.5]],
  "mulliken_charge": [-0.621, -0.330, -1.329, -1.278, 0.138, 0.045, 0.343, 0.411, 0.303, 0.420, 0.438, 0.338, 0.399, 0.360, 0.305, 0.276, 0.385, 0.398],
  "gap_ev": 11.12,
  "total_energy_ha": -289.2829,
  "lumo_energy_ev": -3.83,
  "smiles": "C[C@H](O)[C@@H](C)[NH3+]",
  "de_lowest_ev": 2.504,
  "charge": 1
}

4.
{
  "formula": "C4H12NO2",
  "method": "ωB97M-V with the def2-TZVPD basis set",
  "symbols": ["O", "O", "N", "C", "C", "C", "C", "H", "H", "H", "H", "H", "H", "H", "H", "H", "H", "H", "H"],
  "xyz": [[0.565565, 3.189489, -0.002805], [-0.555733, -1.164387, -0.307073], [-0.688976, -3.511621, -0.077783], [-0.201179, 1.332367, 1.376306], [0.287372, 1.758162, 0.004529], [1.564301, 1.059690, -0.400538], [-0.798649, -2.297870, -0.972356], [1.349096, -0.009525, -0.455924], [-0.414606, 0.263090, 1.354882], [1.899531, 1.426762, -1.373249], [-0.279339, 3.647005, -0.031654], [-1.543830, -4.055055, -0.095985], [0.568386, 1.560035, 2.121332], [-0.597777, -3.105170, 0.846975], [2.343956, 1.275055, 0.336664], [-1.822669, -2.337013, -1.431784], [-1.101090, 1.894344, 1.645534], [-0.493591, 1.547902, -0.728412], [-0.080768, -2.473268, -1.808663]],
  "forces_ev_per_a": [[0.0, 0.0, -0.1], [-0.1, -0.1, 0.0], [0.2, -0.2, -0.1], [0.1, 0.1, 0.0], [0.0, 0.3, 0.1], [-0.1, 0.1, 0.0], [0.0, 0.3, 0.1], [0.0, 0.0, 0.0], [-0.1, 0.0, 0.0], [0.0, 0.0, 0.0], [0.0, 0.0, 0.1], [-0.1, 0.1, 0.1], [0.0, 0.0, 0.0], [-0.1, 0.0, 0.0], [0.0, -0.1, 0.0], [0.0, -0.1, -0.1], [-0.1, -0.1, 0.0], [0.0, -0.1, 0.0], [0.0, -0.1, 0.0]],
  "mulliken_charge": [-0.579, -0.636, -0.748, -1.108, 0.582, -1.211, -0.393, 0.296, 0.299, 0.278, 0.307, 0.218, 0.293, 0.251, 0.324, 0.155, 0.261, 0.236, 0.175],
  "gap_ev": 6.42,
  "total_energy_ha": -364.8295,
  "lumo_energy_ev": 3.67,
  "de_lowest_ev": 0.708,
  "charge": -1
}

5.
{
  "formula": "C4H12NO2",
  "method": "ωB97M-V with the def2-TZVPD basis set",
  "symbols": ["O", "O", "N", "C", "C", "C", "C", "H", "H", "H", "H", "H", "H", "H", "H", "H", "H", "H", "H"],
  "xyz": [[1.286793, -1.149938, 0.727197], [2.115952, 0.972447, 1.736359], [0.455189, 0.179765, -1.082960], [-2.582738, -0.044484, 0.635745], [1.434268, -0.832637, -0.561978], [-2.083759, 0.787259, -0.549759], [-0.954714, -0.007090, -1.340655], [-1.449207, 1.608934, -0.238726], [1.780936, 0.701781, 2.595244], [-2.932529, 0.486707, 1.512894], [2.412468, -0.455107, -0.906685], [-2.851986, 1.131495, -1.253810], [-1.011916, 0.181946, -2.418064], [0.792669, 1.089244, -0.788106], [-1.125949, -1.097986, -1.281741], [-3.113667, -0.924332, 0.314659], [-1.640144, -0.407821, 1.088289], [1.788359, 0.004189, 1.299842], [1.232955, -1.679086, -1.299977]],
  "forces_ev_per_a": [[0.5, -0.1, 0.2], [-0.3, -0.9, 0.0], [1.3, 1.0, 0.5], [2.4, 0.3, 0.3], [-2.1, -0.9, -1.5], [1.6, -0.8, -0.5], [0.0, -1.1, -0.9], [-0.6, 0.7, 0.5], [0.1, 0.5, 0.5], [-1.1, 0.3, -0.3], [0.1, 0.3, 0.4], [0.1, -0.1, 0.2], [-0.9, 0.3, -0.1], [-0.7, 0.1, 0.0], [-0.1, 0.2, 0.2], [-0.7, -0.1, 0.1], [-0.1, -0.4, -0.4], [0.2, 0.5, -0.3], [0.2, 0.0, 0.8]],
  "mulliken_charge": [-0.817, -0.803, -0.256, -1.090, -0.767, -0.308, -0.700, 0.223, 0.257, 0.352, 0.312, 0.291, 0.346, 0.215, 0.349, 0.312, 0.257, 0.459, 0.365],
  "gap_ev": 7.53,
  "total_energy_ha": -364.8131,
  "lumo_energy_ev": 4.05,
  "de_lowest_ev": 1.153,
  "charge": -1
}

6.
{
  "formula": "C4H12NO2",
  "method": "ωB97M-V with the def2-TZVPD basis set",
  "symbols": ["O", "O", "N", "C", "C", "C", "C", "H", "H", "H", "H", "H", "H", "H", "H", "H", "H", "H", "H"],
  "xyz": [[-0.363200, 2.600500, -0.352697], [-2.679594, -0.247978, -1.111462], [0.102555, -0.072450, -0.350275], [0.742666, -1.675733, 1.445873], [0.795910, 2.307073, -0.592188], [-0.134445, -0.482878, 1.153925], [1.273205, 0.829414, -0.626101], [-2.798835, -0.756996, -1.961115], [1.874653, 0.777396, 0.220098], [-1.245666, -0.686713, 1.250686], [-3.544219, 0.081060, -0.916255], [0.030133, 0.434156, 1.655022], [0.384366, -2.567009, 0.804725], [1.061884, -1.955377, 2.465656], [-0.596082, 0.305345, -0.936384], [1.415396, 3.183176, -0.665957], [1.793164, -1.482404, 0.953826], [1.816484, 0.405758, -1.574315], [0.071628, -0.996340, -0.863061]],
  "forces_ev_per_a": [[0.9, -1.3, -0.3], [1.0, -1.3, -1.7], [0.9, -2.4, -0.3], [2.6, -1.0, -2.6], [-2.5, 0.3, 0.2], [-2.1, 0.1, -1.2], [-0.2, -0.7, -2.3], [0.0, 0.8, 1.3], [1.7, -0.4, 1.3], [1.4, 0.1, -0.3], [-0.9, 0.5, 0.3], [0.5, 0.7, 0.9], [0.3, 1.1, 1.5], [-1.1, 0.3, -0.4], [-2.7, 1.4, 0.5], [1.5, -0.2, -0.4], [-1.7, -0.1, 0.9], [-0.8, 1.4, 1.8], [1.3, 0.8, 0.7]],
  "mulliken_charge": [-0.415, -0.609, -0.189, -0.913, 0.005, -0.368, -0.664, 0.309, 0.398, 0.285, 0.295, 0.368, 0.288, 0.360, 0.369, 0.446, 0.285, 0.376, 0.372],
  "gap_ev": 11.32,
  "total_energy_ha": -364.5403,
  "lumo_energy_ev": -3.25,
  "de_lowest_ev": 2.582,
  "charge": 1
}